No. 1
A 10-piece molecular cluster, C33H69Cl19N2O overall in a non-equilibrium geometry. Source: the OMol25 dataset; level of theory: ωB97M-V with the def2-TZVPD basis set.

As for the total charge: 0. The value obtained for the largest force on an atom is 1.01 eV/Å. Its structure (SMILES) is CCCCCCCN[C@H](COCC[C@@H](C)Cl)NCC.ClCCCl.ClCCCl.ClCCCl.ClCCCl.ClCCCl.ClCCCl.ClCCCl.ClCCCl.ClCCCl. For the HOMO-LUMO gap, the calculation gives 8.8 eV. The value obtained for the total energy is -278295.3185 eV.

Last column: Mulliken charge in e.
Positions of all 124 atoms, in Å:
C1 0.457 -5.459 -0.898  -0.4132
C2 1.104 -4.953 -2.208  0.1896
C3 2.602 -4.591 -2.046  -1.0437
C4 2.949 -3.136 -2.476  -0.6562
C5 2.882 -2.135 -1.297  0.0612
C6 2.498 -0.716 -1.771  0.1145
C7 1.576 0.059 -0.813  -0.9290
N1 0.399 -0.691 -0.365  0.0249
C8 -0.884 -0.225 -0.889  0.5280
C9 -0.960 -0.603 -2.369  -0.4790
O1 -1.000 -2.035 -2.482  -0.2360
C10 -2.191 -2.559 -3.035  -0.7283
C11 -3.464 -2.380 -2.193  -0.7773
C12 -3.739 -3.531 -1.211  0.5794
C13 -3.390 -3.228 0.255  -1.0927
Cl1 -5.525 -3.932 -1.306  -0.2565
N2 -1.143 1.201 -0.600  -0.1677
C14 -1.435 2.110 -1.709  -0.9998
C15 -2.882 2.054 -2.260  -1.0223
H1 0.629 -6.536 -0.773  0.3563
H2 0.880 -4.916 -0.043  -0.0900
H3 -0.627 -5.274 -0.905  -0.0504
H4 0.539 -4.075 -2.546  -0.3465
H5 1.010 -5.735 -2.977  0.4051
H6 2.873 -4.685 -0.984  0.3384
H7 3.213 -5.270 -2.655  0.4132
H8 3.956 -3.124 -2.918  0.3849
H9 2.242 -2.835 -3.262  0.4652
H10 2.209 -2.507 -0.518  0.0668
H11 3.905 -2.086 -0.917  -0.0179
H12 2.079 -0.748 -2.788  -0.4311
H13 3.418 -0.111 -1.852  0.5777
H14 2.171 0.326 0.075  0.4795
H15 1.299 1.018 -1.276  0.1504
H16 0.361 -0.695 0.648  0.2967
H17 -1.636 -0.840 -0.372  -0.7191
H18 -1.837 -0.201 -2.891  0.6137
H19 -0.069 -0.309 -2.926  -0.2895
H20 -2.365 -2.120 -4.034  0.2894
H21 -2.013 -3.633 -3.192  0.5683
H22 -4.308 -2.317 -2.894  0.4416
H23 -3.467 -1.421 -1.651  0.2127
H24 -3.257 -4.455 -1.545  0.1303
H25 -2.924 -2.244 0.363  0.2035
H26 -2.699 -3.976 0.658  0.1053
H27 -4.288 -3.246 0.885  0.4563
H28 -1.896 1.280 0.079  0.3395
H29 -1.302 3.123 -1.322  0.9145
H30 -0.704 2.017 -2.523  0.2200
H31 -2.916 2.237 -3.345  0.2787
H32 -3.496 2.826 -1.780  0.2519
H33 -3.357 1.086 -2.045  0.2878
Cl2 -1.833 -8.521 -1.202  -0.1626
C16 -1.997 -9.192 0.444  -0.4789
C17 -2.401 -8.151 1.451  -0.3022
Cl3 -1.097 -6.974 1.791  -0.1390
H34 -1.054 -9.664 0.711  0.3786
H35 -2.771 -9.956 0.398  0.2944
H36 -2.632 -8.639 2.397  0.3645
H37 -3.278 -7.608 1.117  0.0076
Cl4 -6.532 -11.762 0.864  -0.1910
C18 -6.817 -10.718 -0.554  -0.4206
C19 -5.655 -9.796 -0.817  -0.3931
Cl5 -5.486 -8.553 0.452  -0.1709
H38 -7.733 -10.160 -0.378  0.3227
H39 -6.960 -11.375 -1.411  0.3115
H40 -5.807 -9.267 -1.756  0.3234
H41 -4.719 -10.346 -0.877  0.2493
Cl6 2.478 -4.163 2.149  -0.0864
C20 3.869 -3.668 3.151  -0.6621
C21 4.683 -2.577 2.508  0.0276
Cl7 5.547 -3.144 1.052  -0.2157
H42 4.473 -4.553 3.337  0.3410
H43 3.467 -3.309 4.097  0.3166
H44 5.440 -2.217 3.203  -0.1051
H45 4.058 -1.737 2.211  0.3483
Cl8 -0.807 6.783 -0.435  -0.1900
C22 -2.575 6.657 -0.242  -0.5831
C23 -2.967 5.816 0.943  -0.1633
Cl9 -2.555 4.093 0.698  -0.1411
H46 -2.979 6.237 -1.161  0.3817
H47 -2.952 7.672 -0.121  0.3633
H48 -4.044 5.870 1.100  -0.0517
H49 -2.474 6.145 1.848  0.3882
Cl10 6.032 -0.259 4.633  -0.1614
C24 7.619 0.535 4.439  -0.4200
C25 8.585 -0.334 3.675  -0.5029
Cl11 9.058 -1.781 4.600  -0.1796
H50 7.994 0.773 5.432  0.3316
H51 7.447 1.461 3.894  0.2916
H52 9.494 0.229 3.469  0.3562
H53 8.156 -0.669 2.733  0.3053
Cl12 0.894 -0.229 -5.568  -0.1542
C26 2.394 0.721 -5.716  -0.4870
C27 3.448 -0.034 -6.488  -0.4947
Cl13 4.034 -1.453 -5.582  -0.1312
H54 2.736 0.961 -4.711  0.2363
H55 2.142 1.646 -6.233  0.4306
H56 4.307 0.611 -6.669  0.3119
H57 3.063 -0.383 -7.443  0.3201
Cl14 -1.899 9.307 2.966  -0.1795
C28 -0.253 9.590 3.587  -0.4836
C29 0.607 10.332 2.601  -0.4262
Cl15 1.061 9.368 1.167  -0.1584
H58 0.180 8.631 3.856  0.3218
H59 -0.364 10.194 4.486  0.3254
H60 1.544 10.613 3.080  0.2560
H61 0.105 11.231 2.250  0.3369
Cl16 4.380 9.753 2.633  -0.1851
C30 4.461 10.527 1.029  -0.3989
C31 5.835 11.068 0.729  -0.4791
Cl17 6.252 12.460 1.763  -0.1880
H62 3.710 11.312 1.001  0.3243
H63 4.196 9.766 0.298  0.2909
H64 5.870 11.414 -0.302  0.3183
H65 6.600 10.308 0.873  0.3267
Cl18 -5.668 6.607 2.830  -0.1968
C32 -6.242 6.022 4.416  -0.4534
C33 -6.706 7.151 5.299  -0.4401
Cl19 -5.356 8.196 5.812  -0.1698
H66 -5.426 5.468 4.875  0.3102
H67 -7.068 5.340 4.224  0.3161
H68 -7.158 6.742 6.202  0.3067
H69 -7.435 7.777 4.791  0.3119

No. 2
A 2-piece molecular cluster, CH4O2 overall in a non-equilibrium geometry. Source: the OMol25 dataset; level of theory: ωB97M-V with the def2-TZVPD basis set.

As for the total charge: 0. The value obtained for the largest force on an atom is 9.78 eV/Å. For the HOMO-LUMO gap, the calculation gives 6.8 eV. The value obtained for the total energy is -5189.9873 eV.

Last column: natural (NBO) charge in e.
Positions of all 7 atoms, in Å:
O1 1.832 -0.723 0.261  -0.3156
C1 0.701 0.007 -0.067  -0.2171
H1 0.486 -0.326 -1.101  0.2150
H2 -0.262 -0.164 0.517  0.3502
H3 0.906 1.128 -0.099  0.2197
H4 -2.028 -0.317 0.544  0.4484
O2 -1.636 0.396 -0.055  -0.7005

No. 3
A 10-piece molecular cluster, C23H70N4O11 overall in a non-equilibrium geometry. Source: the OMol25 dataset; level of theory: ωB97M-V with the def2-TZVPD basis set.

As for the total charge: 0. The value obtained for the largest force on an atom is 4.16 eV/Å. Its structure (SMILES) is COC[C@H](C)N.COC[C@H](C)N.COC[C@H](C)N.COC[C@H](C)N.OCCO.CO.CO.CO.CO.CO. For the HOMO-LUMO gap, the calculation gives 9.4 eV. The value obtained for the total energy is -53459.8978 eV.

Last column: Mulliken charge in e.
Positions of all 108 atoms, in Å:
C1 -4.532 1.820 -3.315  -0.6915
O1 -4.137 2.918 -4.087  -0.2993
C2 -4.170 4.195 -3.410  -0.4959
C3 -3.272 5.069 -4.393  0.3931
C4 -1.825 4.560 -4.635  -1.1981
N1 -3.399 6.472 -4.099  -0.6590
H1 -5.067 1.081 -3.912  0.2438
H2 -5.162 2.093 -2.469  0.3507
H3 -3.639 1.306 -2.962  0.2078
H4 -5.158 4.637 -3.280  0.3131
H5 -3.616 4.198 -2.472  0.2732
H6 -3.729 4.922 -5.372  0.2110
H7 -1.219 5.367 -5.047  0.3722
H8 -1.785 3.823 -5.436  0.3375
H9 -1.280 4.087 -3.818  0.1767
H10 -3.067 6.982 -4.905  0.2581
H11 -2.928 6.855 -3.291  0.2087
C5 1.195 -1.716 -0.290  -0.8281
O2 1.592 -0.345 -0.112  -0.2758
C6 0.443 0.528 -0.064  -0.6951
C7 0.953 1.946 0.362  0.5689
C8 1.892 1.847 1.617  -1.2873
N2 -0.141 2.927 0.635  -0.7425
H12 2.040 -2.382 -0.464  0.2200
H13 0.444 -1.792 -1.077  0.3325
H14 0.698 -2.046 0.623  0.3544
H15 0.129 0.645 -1.101  0.3575
H16 -0.425 0.220 0.519  0.4181
H17 1.581 2.376 -0.418  0.1470
H18 2.770 1.421 1.131  0.3134
H19 1.460 1.136 2.322  0.3013
H20 2.232 2.704 2.198  0.3531
H21 0.172 3.883 0.721  0.2742
H22 -0.791 2.969 -0.137  0.1776
C9 -1.259 -7.071 -0.549  -0.8130
O3 -0.279 -6.674 0.311  -0.2099
C10 0.143 -7.612 1.374  -0.9904
C11 -0.681 -7.138 2.620  0.7925
C12 -0.204 -5.759 3.088  -1.2252
N3 -0.672 -8.108 3.654  -0.8120
H23 -1.328 -6.441 -1.436  0.2448
H24 -2.271 -7.197 -0.163  0.2941
H25 -0.988 -8.060 -0.919  0.3579
H26 -0.083 -8.652 1.138  0.3823
H27 1.204 -7.613 1.625  0.3907
H28 -1.693 -7.256 2.234  0.1944
H29 -0.392 -5.662 4.157  0.3691
H30 -0.711 -4.950 2.563  0.2213
H31 0.810 -5.391 2.932  0.2893
H32 -1.471 -7.903 4.236  0.2632
H33 -0.844 -9.065 3.378  0.2492
C13 -4.434 -3.399 -1.806  -0.7071
O4 -5.075 -2.825 -0.707  -0.3504
C14 -4.430 -3.142 0.459  -0.6979
C15 -5.173 -2.550 1.665  0.5603
C16 -4.521 -2.736 2.991  -1.2692
N4 -6.535 -2.990 1.640  -0.8656
H34 -3.385 -3.107 -1.765  0.2468
H35 -4.694 -2.812 -2.686  0.3028
H36 -4.559 -4.479 -1.885  0.2862
H37 -4.565 -4.217 0.580  0.3068
H38 -3.385 -2.843 0.531  0.3675
H39 -5.189 -1.518 1.314  0.3098
H40 -3.667 -2.058 2.984  0.3533
H41 -4.092 -3.712 3.216  0.2528
H42 -5.127 -2.426 3.843  0.3444
H43 -7.129 -2.305 2.086  0.2678
H44 -6.795 -2.739 0.697  0.2938
O5 1.366 7.667 -0.648  -0.5073
C17 2.222 7.505 -1.700  -0.3260
C18 2.362 8.795 -2.495  -0.4408
O6 2.852 9.805 -1.649  -0.5061
H45 1.903 7.883 0.119  0.2885
H46 3.260 7.298 -1.441  0.2612
H47 1.863 6.706 -2.349  0.3180
H48 1.484 9.100 -3.063  0.2946
H49 3.054 8.573 -3.307  0.2980
H50 2.090 10.253 -1.275  0.3033
C19 5.918 -5.191 2.299  -0.5615
O7 7.216 -5.464 2.244  -0.4956
H51 5.309 -5.389 1.417  0.2544
H52 5.466 -5.584 3.209  0.2417
H53 5.816 -4.105 2.312  0.2365
H54 7.390 -5.819 1.369  0.3244
C20 2.099 0.008 -4.948  -0.6521
O8 2.000 -1.210 -4.337  -0.4749
H55 1.181 0.595 -4.971  0.2315
H56 2.877 0.634 -4.509  0.2797
H57 2.545 -0.005 -5.943  0.2965
H58 1.835 -0.913 -3.439  0.3254
C21 3.190 8.953 3.244  -0.6397
O9 3.332 7.620 2.873  -0.4847
H59 2.189 9.374 3.338  0.2368
H60 3.588 9.056 4.254  0.3511
H61 3.761 9.580 2.560  0.2412
H62 4.064 7.212 3.340  0.3083
C22 6.026 -2.420 -1.810  -0.3670
O10 5.755 -3.801 -2.099  -0.5205
H63 5.163 -1.845 -1.475  0.0915
H64 6.787 -2.336 -1.034  0.2407
H65 6.458 -1.946 -2.692  0.2623
H66 4.929 -4.008 -2.542  0.2997
C23 1.160 0.178 7.161  -0.5677
O11 1.059 -1.052 6.420  -0.4710
H67 0.626 0.995 6.677  0.2356
H68 0.984 0.086 8.233  0.2688
H69 2.198 0.490 7.053  0.2398
H70 1.836 -1.568 6.649  0.2942

No. 4
A 6-piece molecular cluster, C25H45NO5 overall in a non-equilibrium geometry. Source: the OMol25 dataset; level of theory: ωB97M-V with the def2-TZVPD basis set.

As for the total charge: 0. The value obtained for the largest force on an atom is 1.98 eV/Å. Its structure (SMILES) is c1ccncc1.C1CCOC1.C1CCOC1.C1CCOC1.C1CCOC1.C1CCOC1. For the HOMO-LUMO gap, the calculation gives 10.0 eV. The value obtained for the total energy is -38379.4894 eV.

Last column: Mulliken charge in e.
Positions of all 76 atoms, in Å:
C1 20.698 -6.111 -5.347  -0.5496
C2 20.376 -5.525 -4.137  -0.2770
C3 20.871 -6.072 -2.952  -0.3623
N1 21.717 -7.097 -2.926  -0.5427
C4 21.917 -7.734 -4.085  0.3676
C5 21.432 -7.289 -5.301  -0.2774
H1 20.385 -5.710 -6.302  0.4243
H2 19.735 -4.655 -4.068  0.3700
H3 20.624 -5.585 -2.016  0.3546
H4 22.480 -8.657 -4.007  -0.0562
H5 21.450 -7.958 -6.155  0.4760
C6 21.582 -15.632 -5.864  -0.4764
C7 20.176 -15.352 -5.335  -0.5706
C8 20.479 -14.352 -4.233  0.2674
O1 21.671 -14.861 -3.627  -0.4573
C9 22.399 -15.658 -4.564  -0.3595
H6 21.969 -14.885 -6.561  0.0914
H7 21.580 -16.574 -6.417  0.4279
H8 19.775 -16.276 -4.914  0.3251
H9 19.467 -15.023 -6.096  0.2833
H10 19.714 -14.283 -3.459  0.3494
H11 20.691 -13.345 -4.608  -0.3810
H12 22.472 -16.687 -4.209  0.3064
H13 23.376 -15.197 -4.707  0.2571
C10 24.940 -10.932 -4.466  -0.8274
C11 23.556 -11.059 -5.102  -0.0159
C12 22.703 -11.461 -3.906  -0.1611
O2 23.232 -10.780 -2.787  -0.5107
C13 24.637 -10.630 -2.964  -0.5549
H14 25.486 -10.097 -4.914  0.3077
H15 25.626 -11.774 -4.546  0.3231
H16 23.513 -11.930 -5.760  0.3983
H17 23.216 -10.121 -5.529  0.1293
H18 22.687 -12.546 -3.741  0.0732
H19 21.655 -11.180 -4.063  0.1915
H20 25.206 -11.317 -2.335  0.3370
H21 24.862 -9.590 -2.724  0.3396
C14 20.092 -8.738 -10.455  0.1189
C15 20.486 -8.063 -11.749  -0.7066
C16 19.563 -8.789 -12.756  -0.4822
O3 18.423 -9.189 -12.005  -0.4342
C17 18.581 -8.857 -10.638  -0.2830
H22 20.356 -8.308 -9.486  0.2019
H23 20.549 -9.734 -10.396  -0.0829
H24 21.554 -8.090 -11.951  0.3714
H25 20.169 -7.017 -11.710  0.3101
H26 20.021 -9.661 -13.224  0.2843
H27 19.265 -8.066 -13.518  0.2984
H28 18.126 -9.638 -10.026  0.1628
H29 18.110 -7.904 -10.363  0.2759
C18 20.182 -14.707 -9.848  0.0976
C19 21.049 -15.408 -10.867  -0.6213
C20 20.253 -15.194 -12.147  -0.5091
O4 19.691 -13.897 -12.026  -0.4469
C21 19.663 -13.499 -10.663  0.0094
H30 20.692 -14.392 -8.939  -0.1256
H31 19.336 -15.339 -9.567  0.2218
H32 21.261 -16.456 -10.645  0.3772
H33 22.039 -14.951 -10.965  0.2732
H34 19.430 -15.922 -12.204  0.2686
H35 20.845 -15.309 -13.054  0.3228
H36 18.660 -13.203 -10.358  0.1437
H37 20.348 -12.656 -10.520  -0.0046
C22 18.210 -10.705 -6.376  -0.8706
C23 18.962 -11.615 -7.326  0.4280
C24 20.364 -11.028 -7.290  0.3509
O5 20.155 -9.624 -7.250  -0.2495
C25 18.936 -9.331 -6.554  -0.4022
H38 18.243 -11.056 -5.342  0.3167
H39 17.153 -10.614 -6.626  0.3534
H40 18.556 -11.584 -8.339  -0.0454
H41 18.980 -12.662 -7.013  -0.0464
H42 20.949 -11.289 -8.171  0.3235
H43 20.865 -11.353 -6.369  -0.7480
H44 18.301 -8.793 -7.260  0.3255
H45 19.071 -8.813 -5.609  0.2020

Question: Which value of HOMO-LUMO gap does entry 4 give?
Answer: 10.0 eV